# C34H36N5O3SSeW

A molecular structure, C34H36N5O3SSeW (wB97M-V/def2-TZVPD, the Open Molecules 2025 dataset).

Positions of all 81 atoms, in Å:
W1 1.5729 -1.7158 -1.3302
O1 2.3018 -0.9673 -2.8983
C1 3.4128 -1.0171 -3.6706
C2 3.3532 -0.5710 -4.9785
C3 4.5025 -0.6260 -5.7494
C4 5.7039 -1.1112 -5.2286
C5 5.7548 -1.5411 -3.9226
C6 4.6011 -1.5056 -3.1225
C7 4.6674 -1.9138 -1.7582
N1 3.6604 -1.9798 -0.9411
N2 3.9967 -2.3530 0.3558
C8 2.9801 -2.1927 1.1234
O2 1.8403 -1.7159 0.6091
C9 3.0148 -2.4864 2.5570
C10 1.8219 -2.5574 3.2734
C11 1.8470 -2.8604 4.6241
C12 3.0614 -3.0844 5.2591
C13 4.2510 -3.0129 4.5449
C14 4.2331 -2.7185 3.1936
H1 2.4207 -0.1910 -5.3724
H2 4.4647 -0.2828 -6.7746
H3 6.5892 -1.1437 -5.8470
H4 6.6782 -1.9138 -3.4975
H5 5.6292 -2.1856 -1.3328
H6 0.8829 -2.3969 2.7603
H7 0.9238 -2.9328 5.1832
H8 3.0805 -3.3214 6.3144
H9 5.1933 -3.1902 5.0446
H10 5.1518 -2.6638 2.6263
O3 0.1786 -0.5439 -0.8119
N3 -0.8300 -0.4482 -3.5105
C15 -1.6239 -0.1617 -4.5600
C16 -1.8902 -1.1378 -5.4983
C17 -1.3280 -2.4030 -5.3394
C18 -0.5079 -2.6759 -4.2531
C19 -0.3323 -1.6030 -3.3923
S1 1.1240 -3.7476 -1.5734
H11 -2.0282 0.8383 -4.6289
H12 -2.5268 -0.9158 -6.3430
H13 -1.5246 -3.1833 -6.0638
H14 -0.0497 -3.6412 -4.1058
C20 -4.5469 0.8314 4.5112
C21 -4.3523 0.4423 3.0496
C22 -3.3011 -0.6465 2.8422
C23 -1.8644 -0.2189 3.1303
N4 -1.4481 0.8977 2.2697
C24 -1.3249 0.8377 0.9406
Se1 -1.4310 -0.7636 -0.0622
N5 -1.0427 2.0459 0.4437
C25 -0.9872 2.4390 -0.9720
C26 -2.1524 3.3621 -1.3289
C27 -3.5349 2.7430 -1.1324
C28 -3.8748 1.6650 -2.1549
C29 -0.9498 2.9338 1.5093
C30 -0.6304 4.2910 1.5522
C31 -0.6085 4.8773 2.7969
C32 -0.8835 4.1447 3.9672
C33 -1.1882 2.8035 3.9277
C34 -1.2202 2.2103 2.6660
H15 -5.3564 1.5523 4.6141
H16 -3.6560 1.2889 4.9419
H17 -4.8012 -0.0408 5.1153
H18 -4.0991 1.3267 2.4538
H19 -5.2984 0.0751 2.6498
H20 -3.3582 -1.0260 1.8141
H21 -3.5204 -1.5027 3.4849
H22 -1.1688 -1.0404 2.9603
H23 -1.7442 0.1154 4.1578
H24 -0.9949 1.5292 -1.5702
H25 -0.0291 2.9332 -1.1349
H26 -2.0192 3.6495 -2.3753
H27 -2.0773 4.2822 -0.7480
H28 -4.2767 3.5400 -1.1947
H29 -3.6201 2.3440 -0.1147
H30 -3.8627 2.0826 -3.1638
H31 -4.8720 1.2610 -1.9823
H32 -3.1710 0.8309 -2.1263
H33 -0.4008 4.8568 0.6607
H34 -0.3645 5.9272 2.8809
H35 -0.8446 4.6492 4.9225
H36 -1.3753 2.2451 4.8328

* total charge: +2
* multiplicity: 2
* energy above the lowest of the compared OMol25 structures with the same formula, charge and spin: 177.0 kJ/mol
* <S²>: 0.756

Atomic partial charges in e from the Mulliken method, atoms 1 to 2:
1. W 2.82
2. O -0.78